Entry 1:
Here is the molecule C29H37ClN4O4 from OMol25. Energies are from ωB97M-V/def2-TZVPD.

ORCA input file:
```
! wB97M-V def2-TZVPD RIJCOSX def2/J DEFGRID3
* xyz 0 1
O 2.23 -0.07 -4.13
C 2.59 -1.12 -3.65
N 3.37 -2.04 -4.30
C 3.89 -1.98 -5.60
C 4.66 -3.06 -6.04
C 5.20 -3.08 -7.31
C 4.98 -2.00 -8.15
C 4.22 -0.92 -7.73
C 3.68 -0.91 -6.46
H 3.09 -0.07 -6.12
H 4.05 -0.09 -8.39
Cl 5.65 -2.01 -9.74
H 5.79 -3.91 -7.64
H 4.83 -3.90 -5.38
H 3.61 -2.87 -3.79
C 2.18 -1.60 -2.27
C 1.61 -0.50 -1.39
C 2.21 -0.34 0.00
O 3.38 -0.26 0.29
N 1.18 -0.31 0.89
C 1.40 -0.10 2.30
H 2.49 -0.10 2.42
H 1.01 0.88 2.60
C 0.77 -1.21 3.15
N -0.60 -0.86 3.56
C -1.46 -2.03 3.66
C -2.89 -1.61 3.96
C -2.95 -0.85 5.28
C -1.99 0.34 5.21
C -0.59 -0.13 4.82
H 0.08 0.73 4.72
H -0.19 -0.77 5.63
H -2.35 1.05 4.46
H -1.94 0.85 6.17
H -3.96 -0.50 5.48
H -2.65 -1.51 6.09
H -3.25 -0.97 3.15
H -3.53 -2.49 4.00
H -1.42 -2.58 2.71
H -1.11 -2.71 4.45
H 0.75 -2.13 2.57
H 1.40 -1.39 4.04
C -0.14 -0.51 0.32
C 0.19 -1.05 -1.06
C -0.62 -0.90 -2.32
C -0.14 -1.83 -3.14
H -0.37 -2.04 -4.16
C 0.93 -2.56 -2.34
H 1.14 -3.59 -2.61
O 0.44 -2.46 -1.02
H -1.34 -0.12 -2.49
H -0.69 -1.27 0.89
C -0.93 0.81 0.31
O -0.94 1.55 -0.65
N -1.54 1.03 1.48
H -1.36 0.38 2.25
C -2.29 2.25 1.77
C -3.43 2.46 0.77
C -4.22 3.71 1.14
C -3.31 4.93 1.15
C -2.16 4.73 2.13
C -1.37 3.48 1.78
H -0.56 3.33 2.50
H -0.93 3.59 0.79
H -1.50 5.60 2.12
H -2.57 4.63 3.14
H -3.88 5.82 1.42
H -2.90 5.09 0.15
H -5.03 3.86 0.42
H -4.68 3.59 2.12
H -4.08 1.58 0.78
H -3.01 2.57 -0.22
H -2.72 2.13 2.77
H 1.58 0.46 -1.90
H 3.01 -2.11 -1.77
*
```

Values from the calculation:
E_LUMO	0.5969	eV
structure (SMILES)	O=C(Nc1ccc(Cl)cc1)[C@@H]1[C@@H]2C=C[C@]3(O2)[C@H](C(=O)NC2CCCCC2)N(CCN2CCCCC2)C(=O)[C@@H]13
frontier orbital gap	9.051	eV

***

Entry 2:
Here is a cluster of 8 separate species, C24H68N4O12 in total from OMol25. Energies are from ωB97M-V/def2-TZVPD.

ORCA input file:
```
! wB97M-V def2-TZVPD RIJCOSX def2/J DEFGRID3
* xyz 0 1
C -0.93 15.53 -2.52
C 0.26 16.42 -2.15
C 0.54 16.34 -0.65
O 1.60 17.23 -0.38
C 1.95 17.27 1.00
N 1.50 16.14 -2.87
H -1.00 15.51 -3.61
H -1.78 16.15 -2.21
H -0.95 14.56 -2.01
H -0.07 17.42 -2.44
H 0.85 15.31 -0.41
H -0.34 16.54 -0.02
H 2.34 16.30 1.32
H 1.06 17.54 1.57
H 2.73 18.02 1.09
H 2.28 16.60 -2.42
H 1.73 15.15 -2.88
C -8.57 13.65 -10.60
C -8.55 14.62 -11.76
C -7.14 14.97 -12.19
O -6.61 15.88 -11.25
C -5.24 16.09 -11.47
N -9.30 14.09 -12.89
H -8.06 14.07 -9.72
H -8.22 12.64 -10.80
H -9.61 13.59 -10.25
H -9.10 15.49 -11.37
H -7.21 15.40 -13.20
H -6.53 14.06 -12.17
H -4.91 16.20 -12.51
H -4.74 15.17 -11.10
H -4.80 16.92 -10.91
H -10.24 13.80 -12.70
H -9.22 14.66 -13.72
C -7.46 10.22 -2.95
C -8.45 9.91 -4.07
C -8.17 10.79 -5.29
O -9.10 10.62 -6.33
C -10.25 11.41 -6.21
N -8.28 8.47 -4.39
H -7.23 11.29 -2.93
H -6.48 9.77 -3.11
H -7.83 9.92 -1.98
H -9.48 10.08 -3.76
H -7.22 10.44 -5.73
H -7.99 11.82 -4.94
H -10.10 12.43 -6.59
H -10.57 11.53 -5.16
H -11.07 10.95 -6.76
H -8.38 8.34 -5.39
H -7.30 8.25 -4.21
C -7.47 15.45 -6.85
C -6.03 15.00 -6.85
C -5.08 15.97 -6.17
O -5.44 16.10 -4.82
C -4.63 16.99 -4.07
N -5.93 13.67 -6.12
H -7.78 15.73 -5.84
H -8.17 14.73 -7.29
H -7.55 16.34 -7.49
H -5.58 14.81 -7.82
H -5.06 16.94 -6.68
H -4.09 15.49 -6.22
H -3.58 16.71 -4.22
H -5.01 16.95 -3.05
H -4.80 18.02 -4.41
H -6.86 13.43 -5.78
H -5.40 13.89 -5.28
C -2.02 19.67 -3.53
C -1.68 20.72 -4.55
O -2.74 20.96 -5.47
O -3.06 20.14 -2.67
H -1.12 19.34 -2.99
H -2.31 18.72 -4.00
H -0.83 20.34 -5.13
H -1.39 21.65 -4.05
H -3.43 21.41 -4.97
H -2.77 19.99 -1.76
C -4.18 18.29 -0.43
C -3.25 19.01 0.53
O -2.00 19.28 -0.15
O -5.17 19.13 -1.00
H -4.69 17.43 0.02
H -3.60 17.86 -1.26
H -3.04 18.41 1.42
H -3.73 19.94 0.83
H -1.58 20.00 0.33
H -4.75 19.59 -1.74
C -6.87 18.78 -9.75
C -7.79 19.95 -9.57
O -7.43 21.11 -10.32
O -5.65 18.86 -9.01
H -6.68 18.52 -10.80
H -7.41 17.91 -9.36
H -7.87 20.22 -8.51
H -8.80 19.69 -9.90
H -6.62 21.49 -9.97
H -5.22 19.69 -9.21
C -1.25 15.22 -7.74
C -0.34 14.48 -6.80
O 0.42 15.42 -6.06
O -0.52 15.86 -8.78
H -1.80 15.97 -7.17
H -1.93 14.52 -8.22
H 0.34 13.80 -7.32
H -0.96 13.88 -6.12
H 0.83 15.01 -5.29
H 0.02 16.55 -8.39
*
```

Values from the calculation:
E_LUMO	0.2698	eV
structure (SMILES)	COC[C@H](C)N.COC[C@H](C)N.COC[C@H](C)N.COC[C@H](C)N.OCCO.OCCO.OCCO.OCCO
frontier orbital gap	9.182	eV
ΔE to the lowest compared entry with this formula, charge and spin	0.672	eV

***

Entry 3:
Here is a cluster of 10 separate species, C30H80O10 in total from OMol25. Energies are from ωB97M-V/def2-TZVPD.

ORCA input file:
```
! wB97M-V def2-TZVPD RIJCOSX def2/J DEFGRID3
* xyz 0 1
C -7.32 -1.53 -2.81
C -8.39 -2.18 -3.70
C -7.77 -2.97 -4.89
O -9.14 -3.13 -2.99
H -6.65 -0.83 -3.32
H -6.59 -2.27 -2.48
H -7.84 -1.12 -1.95
H -8.98 -1.38 -4.15
H -6.77 -3.31 -4.63
H -7.46 -2.39 -5.76
H -8.40 -3.80 -5.21
H -9.74 -3.52 -3.63
C 8.05 -2.04 -2.71
C 7.68 -3.43 -2.08
C 8.35 -3.81 -0.74
O 6.39 -3.57 -1.93
H 9.13 -1.96 -2.84
H 7.76 -1.23 -2.05
H 7.49 -1.81 -3.62
H 7.95 -4.26 -2.73
H 7.86 -3.24 0.05
H 9.40 -3.53 -0.68
H 8.31 -4.90 -0.69
H 6.11 -2.78 -1.46
C -2.26 6.80 -5.83
C -2.94 7.46 -4.62
C -3.21 6.47 -3.51
O -2.08 8.37 -3.98
H -2.97 6.13 -6.31
H -1.40 6.18 -5.59
H -1.86 7.61 -6.45
H -3.87 7.95 -4.90
H -2.31 5.86 -3.42
H -3.97 5.79 -3.88
H -3.56 6.75 -2.52
H -1.21 7.96 -4.02
C -4.63 -7.38 0.37
C -5.83 -7.27 -0.60
C -6.45 -8.62 -1.03
O -6.87 -6.67 0.14
H -4.80 -8.03 1.22
H -4.56 -6.37 0.78
H -3.70 -7.60 -0.15
H -5.64 -6.64 -1.47
H -6.54 -9.30 -0.18
H -5.73 -9.09 -1.70
H -7.44 -8.54 -1.48
H -7.38 -6.21 -0.53
C -0.02 4.84 7.74
C 0.92 4.50 8.95
C 1.25 5.74 9.92
O 0.28 3.58 9.80
H 0.37 5.67 7.15
H -1.03 5.13 8.04
H -0.09 4.03 7.02
H 1.86 4.07 8.61
H 1.92 6.45 9.45
H 1.89 5.50 10.77
H 0.41 6.35 10.24
H 0.91 3.09 10.33
C 3.46 2.02 -7.70
C 4.79 2.80 -7.47
C 5.72 2.58 -8.68
O 4.51 4.15 -7.59
H 2.77 2.16 -6.87
H 3.76 0.97 -7.69
H 2.80 2.13 -8.56
H 5.18 2.58 -6.47
H 6.57 3.26 -8.66
H 5.17 2.77 -9.60
H 6.23 1.62 -8.71
H 4.04 4.29 -8.42
C 1.09 -1.16 1.27
C 1.08 -0.64 -0.16
C -0.24 0.17 -0.46
O 2.21 0.08 -0.39
H 0.33 -1.91 1.49
H 1.08 -0.36 2.01
H 2.06 -1.64 1.38
H 1.08 -1.58 -0.70
H -0.22 0.59 -1.47
H -0.38 1.05 0.16
H -1.13 -0.45 -0.34
H 1.97 0.83 -0.95
C 3.67 6.81 -0.41
C 4.18 6.72 -1.81
C 5.43 5.85 -1.91
O 3.23 6.15 -2.67
H 4.47 7.32 0.13
H 3.59 5.80 -0.01
H 2.65 7.19 -0.31
H 4.35 7.76 -2.09
H 5.29 4.77 -1.87
H 6.09 6.07 -1.07
H 6.04 6.01 -2.80
H 3.51 6.00 -3.58
C -5.64 0.98 6.40
C -5.58 -0.44 5.71
C -4.29 -0.74 4.99
O -5.70 -1.40 6.74
H -6.54 0.92 7.01
H -5.95 1.72 5.66
H -4.83 1.29 7.06
H -6.43 -0.50 5.03
H -4.31 -0.29 4.00
H -4.28 -1.82 4.84
H -3.35 -0.47 5.47
H -5.69 -2.26 6.33
C 1.88 -7.38 4.77
C 3.26 -7.34 5.43
C 4.43 -6.55 4.82
O 3.08 -7.06 6.78
H 1.34 -8.23 5.19
H 2.06 -7.50 3.70
H 1.31 -6.48 5.00
H 3.62 -8.37 5.50
H 5.37 -6.86 5.28
H 4.37 -5.49 5.06
H 4.62 -6.62 3.75
H 3.90 -7.41 7.15
*
```

Values from the calculation:
E_LUMO	0.2167	eV
structure (SMILES)	CC(C)O.CC(C)O.CC(C)O.CC(C)O.CC(C)O.CC(C)O.CC(C)O.CC(C)O.CC(C)O.CC(C)O
frontier orbital gap	10.104	eV
ΔE to the lowest compared entry with this formula, charge and spin	5.819	eV

***

Entry 4:
Here is a structure of composition C5H12N2O from OMol25. Energies are from ωB97M-V/def2-TZVPD.

ORCA input file:
```
! wB97M-V def2-TZVPD RIJCOSX def2/J DEFGRID3
* xyz 0 1
C 0.75 1.73 -1.16
C 0.50 0.33 -1.76
C -0.76 -1.66 -1.08
C 0.76 -0.37 1.50
C -0.55 0.13 2.16
H 0.54 2.61 -2.00
H 1.93 1.65 -0.85
H -0.04 1.94 -0.04
H 1.58 0.08 -1.92
H -0.22 0.62 -2.42
H -1.28 -1.77 -0.14
H -0.07 -2.58 -1.20
H -1.36 -1.33 -1.93
H 1.56 -0.33 2.23
H -0.53 1.07 2.88
H -0.85 -0.90 2.71
H -0.67 0.75 0.06
N -0.20 -0.31 -0.65
N 1.05 -0.42 0.25
O -1.34 0.28 0.94
*
```

Values from the calculation:
E_LUMO	0.9743	eV
frontier orbital gap	8.936	eV
ΔE to the lowest compared entry with this formula, charge and spin	9.676	eV

***

Entry 5:
Here is a structure of composition C20H8AgF10O2S from OMol25. Energies are from ωB97M-V/def2-TZVPD.

ORCA input file:
```
! wB97M-V def2-TZVPD RIJCOSX def2/J DEFGRID3
* xyz -1 1
Ag -0.63 1.20 0.50
C -1.92 -2.76 0.71
C -0.67 -2.06 1.17
O -0.74 -0.98 1.70
C 0.67 -2.72 0.95
C 0.76 -4.05 0.55
C 2.00 -4.64 0.37
C 3.16 -3.90 0.58
C 3.07 -2.57 0.97
C 1.83 -1.98 1.16
H -2.75 -2.06 0.77
H -2.13 -3.61 1.37
H -1.82 -3.14 -0.31
H -0.14 -4.63 0.36
H 2.07 -5.68 0.06
H 4.13 -4.36 0.43
H 3.97 -1.98 1.11
H 1.74 -0.94 1.45
F -4.63 7.30 0.57
C -4.24 6.01 0.63
C -2.94 5.66 0.36
F -2.05 6.61 0.05
C -2.55 4.33 0.41
F -1.26 4.09 0.14
C -3.43 3.29 0.74
S -3.02 1.58 0.84
C -4.73 3.71 1.00
F -5.67 2.80 1.32
C -5.14 5.02 0.95
F -6.42 5.35 1.21
F 4.10 -1.83 -3.80
C 3.45 -1.13 -2.84
C 2.08 -1.02 -2.84
F 1.37 -1.64 -3.81
C 1.43 -0.30 -1.86
F 0.08 -0.27 -1.91
C 2.10 0.37 -0.82
O 1.52 1.03 0.13
C 3.49 0.22 -0.86
F 4.23 0.77 0.12
C 4.15 -0.50 -1.83
F 5.50 -0.61 -1.79
*
```

Values from the calculation:
E_LUMO	2.4033	eV
frontier orbital gap	7.287	eV

***

Entry 6:
Here is a cluster of 2 separate species, C4H12 in total from OMol25. Energies are from ωB97M-V/def2-TZVPD.

ORCA input file:
```
! wB97M-V def2-TZVPD RIJCOSX def2/J DEFGRID3
* xyz 0 1
C 0.31 -2.17 0.40
C 1.19 -1.72 1.54
H 0.28 -1.43 -0.40
H 0.53 -3.12 -0.09
H -0.77 -2.23 0.61
H 2.24 -1.91 1.35
H 1.01 -2.04 2.56
H 1.09 -0.63 1.55
C -0.66 1.17 -0.72
C -0.83 2.64 -1.14
H 0.40 0.98 -0.57
H -1.19 0.89 0.18
H -1.07 0.58 -1.54
H -1.88 2.91 -1.21
H -0.32 2.79 -2.09
H -0.33 3.30 -0.43
*
```

Values from the calculation:
E_LUMO	1.1298	eV
structure (SMILES)	CC.CC
frontier orbital gap	12.731	eV
ΔE to the lowest compared entry with this formula, charge and spin	0.257	eV